(1)
C16H26O5SSr | wB97M-V/def2-TZVPD

Cartesian coordinates (Å):
Sr: 0.6704 -0.9170 -0.2305
C: -0.2459 0.9499 2.0501
C: 1.2392 0.8106 2.3763
O: 1.9002 0.3466 1.1946
C: 3.2756 -0.0043 1.3954
C: 3.7128 -0.8315 0.1887
O: 2.7349 -1.8218 -0.1485
C: 2.7874 -3.1021 0.4915
C: 1.9040 -3.1456 1.7413
O: 0.6818 -2.4702 1.4225
C: -0.2102 -2.2759 2.5232
C: -1.2854 -1.2869 2.0665
O: -0.7416 -0.1847 1.3281
H: -0.3869 1.8006 1.3812
H: -0.8155 1.1211 2.9641
H: 1.3997 0.0912 3.1850
H: 1.6443 1.7749 2.6911
H: 3.3722 -0.5754 2.3230
H: 3.8959 0.8909 1.4750
H: 4.6881 -1.2828 0.3707
H: 3.7762 -0.1845 -0.6876
H: 3.8112 -3.3782 0.7443
H: 2.4034 -3.8086 -0.2449
H: 2.3864 -2.6444 2.5855
H: 1.7113 -4.1843 2.0180
H: 0.3412 -1.8907 3.3854
H: -0.6807 -3.2193 2.8093
H: -1.8633 -0.9409 2.9238
H: -1.9607 -1.7869 1.3693
C: -3.5071 4.2759 -1.0263
C: -2.8350 2.9930 -1.4112
C: -3.5348 1.7867 -1.4060
C: -2.9176 0.6013 -1.7702
C: -1.5825 0.6205 -2.1534
C: -0.8628 1.8124 -2.1769
C: -1.4913 2.9849 -1.7998
S: -0.8183 -0.8979 -2.7031
C: -0.8419 -0.6124 -4.4759
O: 0.6386 -0.7401 -2.3057
H: -4.4913 4.0965 -0.5997
H: -3.6287 4.9174 -1.9012
H: -2.9066 4.8291 -0.3040
H: -4.5791 1.7810 -1.1214
H: -3.4747 -0.3293 -1.7685
H: 0.1706 1.8193 -2.5060
H: -0.9420 3.9181 -1.8317
H: -0.4246 0.3705 -4.6820
H: -1.8749 -0.6786 -4.8162
H: -0.2422 -1.3982 -4.9334

The HOMO-LUMO gap comes out at 9.750 eV. The energy above the lowest of the compared OMol25 structures with the same formula, charge and spin comes out at 204.2 kJ/mol. As for the LUMO energy: -5.19 eV. As for the total charge: +2. As for the HOMO energy: -14.9 eV.

Here are the Mulliken charges for atoms 1 to 6, given in e: number 1, Sr, carries 2.942; number 2, C, carries -0.615; number 3, C, carries -0.613; number 4, O, carries -0.552; number 5, C, carries -0.604; number 6, C, carries -0.703

(2)
C16H27BF13N2O20S5Zr | wB97M-V/def2-TZVPD

Cartesian coordinates (Å):
Zr: -0.1369 14.2215 19.9095
N: -0.0604 13.1752 21.7062
S: 0.3704 13.3935 23.1760
O: 1.7003 12.9682 23.5873
O: -0.6710 13.6227 24.1148
F: 0.7437 14.8856 22.8550
S: -0.2451 11.4795 22.2003
O: -1.2024 11.0277 23.1940
O: 1.0613 10.8015 22.2355
F: -0.8623 11.0119 20.7709
N: -0.0597 18.1954 17.2570
S: 0.0744 16.5205 16.7413
O: -0.3946 16.1252 15.4134
O: 0.0002 15.6194 17.8926
F: 1.6428 16.5185 16.4284
S: -1.5523 18.1330 16.7809
O: -2.5083 17.1761 17.3965
O: -1.8236 18.6309 15.4313
F: -1.7220 19.4628 17.6911
B: -1.2185 13.0943 18.4150
H: -1.1039 12.5341 19.3300
H: -0.2251 13.3853 18.1107
H: -1.7028 12.5116 17.6468
H: -1.7022 14.0340 18.6326
O: -1.2915 16.0132 20.4363
C: -1.8321 17.1367 21.1238
C: -0.9712 18.4786 21.2723
O: -0.3389 19.1671 20.2110
H: -2.1023 16.9171 22.1567
H: -2.7623 17.4889 20.6779
H: -0.2138 18.2721 22.0284
H: -1.6736 19.1864 21.7127
C: -4.6483 13.2723 18.1676
C: -4.5559 12.1601 19.1174
O: -4.7029 12.5241 20.4467
C: -3.7733 13.2343 21.1428
O: -2.5929 13.4928 20.8145
C: -4.2703 13.6410 22.5150
F: -3.8396 12.7830 23.4190
F: -3.8810 14.8294 22.8100
F: -5.6476 13.6147 22.5549
H: -4.5178 12.8965 17.1528
H: -3.9839 14.1085 18.3856
H: -5.6436 13.6968 18.2985
H: -3.6026 11.6357 19.0516
H: -5.3585 11.4973 18.7939
C: 5.4462 12.9358 18.4742
C: 4.0865 12.9117 18.8640
O: 3.5106 11.6103 18.7728
C: 2.1872 11.4643 18.9963
O: 1.4260 12.4690 19.3629
C: 1.5467 10.0714 18.6257
F: 1.0753 9.4589 19.6925
F: 0.5465 10.1286 17.7949
F: 2.4500 9.3068 18.0758
H: 5.5275 12.9549 17.3874
H: 6.0518 12.1601 18.9428
H: 5.9070 13.8680 18.8010
H: 3.5451 13.6604 18.2857
H: 4.0233 13.3886 19.8421
C: -2.1833 12.7753 14.8805
C: -1.2997 12.9615 13.6143
O: -1.9393 12.5304 12.4297
C: -1.2484 12.5925 11.2749
O: -0.1697 13.1538 11.1616
C: -2.0175 11.7844 10.1043
F: -2.8979 10.9368 10.5782
F: -2.5021 12.6625 9.2083
F: -1.1091 11.1463 9.3743
H: -2.0895 11.8308 15.4164
H: -3.2482 12.9596 14.7390
H: -1.9877 13.4553 15.7096
H: -0.4122 12.3564 13.7994
H: -1.1051 14.0294 13.5146
C: 2.4314 14.0312 13.3177
C: 3.7840 14.4746 13.7419
O: 4.1138 13.8186 14.9998
S: 3.0258 12.6111 15.3668
O: 2.0691 13.1343 16.3148
O: 3.7390 11.4037 15.6876
O: 2.3974 12.7477 13.7847
H: 2.3534 13.9027 12.2381
H: 1.6357 14.5336 13.8678
H: 3.6367 15.5452 13.8838
H: 4.5278 14.4136 12.9474

The HOMO-LUMO gap comes out at 2.622 eV. The energy above the lowest of the compared OMol25 structures with the same formula, charge and spin comes out at 725.3 kJ/mol. As for the LUMO energy: -0.20 eV. As for the total charge: -1. As for the HOMO energy: -2.8 eV.

Here are the Mulliken charges for atoms 1 to 6, given in e: number 1, Zr, carries 2.482; number 2, N, carries 0.444; number 3, S, carries 0.679; number 4, O, carries -0.600; number 5, O, carries -0.507; number 6, F, carries -0.316

(3)
C16H27BF13N2O20S5Zr | wB97M-V/def2-TZVPD

Cartesian coordinates (Å):
Zr: -1.0901 0.1117 -2.0995
N: -3.0549 0.4573 -1.4966
S: -3.8854 0.0169 -0.1329
O: -5.0379 -0.7980 -0.2283
O: -3.7835 0.9603 0.9128
F: -2.6977 -1.0145 0.2633
S: -4.2614 1.5339 -2.1161
O: -3.6670 2.3267 -3.1008
O: -5.2004 2.0762 -1.2150
F: -5.0545 0.4398 -2.9329
N: -1.1328 -1.8737 -2.6076
S: -2.4692 -2.9501 -3.0553
O: -2.9928 -3.6450 -1.9410
O: -2.4514 -3.5389 -4.3423
F: -3.4786 -1.7379 -3.1912
S: -0.0621 -3.1004 -2.6945
O: 0.3994 -3.3266 -4.0185
O: -0.0538 -4.1866 -1.7847
F: 1.1118 -2.1969 -2.0781
B: 0.1363 0.1457 -0.2495
H: -0.4402 -0.8165 -0.5002
H: 0.8192 0.0553 0.7015
H: 0.7162 0.4964 -1.1737
H: -0.7594 0.8409 -0.0716
O: -1.9370 4.6196 -3.3238
C: -1.5776 4.5566 -2.0388
C: -0.6671 3.3609 -1.7045
O: -1.0434 2.2028 -2.4239
H: -2.5171 4.4363 -1.4409
H: -1.0812 5.4606 -1.6170
H: -0.6985 3.0925 -0.6366
H: 0.3990 3.5349 -1.9068
C: -0.4954 -3.9072 1.3539
C: 0.7554 -4.6851 1.6984
O: 1.8128 -3.7827 2.0855
C: 2.6081 -3.3189 1.1380
O: 2.6734 -3.6906 0.0117
C: 3.3050 -2.0126 1.6112
F: 2.4331 -1.2349 2.2489
F: 4.3254 -2.3008 2.4462
F: 3.8039 -1.3525 0.5748
H: -0.2524 -3.1292 0.6276
H: -1.1011 -3.6145 2.2042
H: -1.1819 -4.4831 0.7222
H: 1.0294 -5.3548 0.8882
H: 0.5645 -5.2644 2.5999
C: 0.8653 -0.5468 7.3631
C: -0.6279 -0.6056 7.1279
O: -1.0460 -0.7765 5.7850
C: -1.0149 0.2638 4.9597
O: -0.7102 1.3779 5.2394
C: -1.4446 -0.1975 3.5489
F: -0.7543 -1.2955 3.1957
F: -2.7469 -0.4400 3.5272
F: -1.1335 0.7392 2.6603
H: 1.2835 -1.5587 7.4284
H: 1.1709 0.0330 8.2255
H: 1.3947 -0.2286 6.4606
H: -1.0615 0.2799 7.6115
H: -1.1617 -1.3614 7.7059
C: 1.4459 0.0076 -7.2769
C: 1.5662 -0.7477 -5.9841
O: 2.4722 -0.0177 -5.0972
C: 2.0372 0.3964 -3.9548
O: 0.9247 0.2029 -3.5220
C: 3.0760 1.1491 -3.0925
F: 2.7957 2.4315 -2.9733
F: 3.0372 0.5921 -1.8750
F: 4.3097 0.9705 -3.5724
H: 2.3741 0.2750 -7.7823
H: 0.8799 0.9336 -7.1649
H: 0.9313 -0.6318 -7.9995
H: 2.0634 -1.7038 -6.1427
H: 0.6297 -0.9266 -5.4692
C: 1.7275 2.3525 2.0887
C: 2.0761 3.3313 3.2214
O: 1.6878 4.6351 2.7402
S: 0.5901 4.5212 1.5766
O: 0.8296 5.5280 0.6287
O: -0.6816 4.3598 2.1807
O: 1.1421 3.1175 1.0365
H: 0.9741 1.6452 2.4158
H: 2.6220 1.8628 1.7148
H: 3.1460 3.4841 3.3388
H: 1.5631 3.1396 4.1602

The HOMO-LUMO gap comes out at 0.375 eV. The energy above the lowest of the compared OMol25 structures with the same formula, charge and spin comes out at 0.0 kJ/mol. As for the LUMO energy: -2.06 eV. As for the total charge: -1. As for the HOMO energy: -2.4 eV.

Here are the Mulliken charges for atoms 1 to 6, given in e: number 1, Zr, carries 1.810; number 2, N, carries 0.067; number 3, S, carries 0.918; number 4, O, carries -0.614; number 5, O, carries -0.517; number 6, F, carries -0.186

(4)
C16H27BFNO8SZr | wB97M-V/def2-TZVPD

Cartesian coordinates (Å):
C: 3.1837 -0.5878 1.8849
C: 3.3314 0.2866 0.5667
C: 2.0559 0.6871 -0.2925
F: 2.3512 0.2170 -1.6463
C: 0.6055 0.3362 0.2405
N: 0.1648 -1.0325 0.5558
C: 0.7196 -2.0361 -0.0838
C: 0.7489 -2.3798 -1.6460
C: 1.3886 -3.2189 0.8410
C: -0.7412 0.9319 -0.5267
C: -2.0885 0.0577 -0.5810
C: -2.2743 -0.9883 -1.7649
O: -2.3777 -2.3383 -1.1597
C: -3.7330 -2.6552 -0.8426
C: -4.1853 -4.1970 -1.1229
O: -4.5577 -1.8479 -0.3300
B: -0.5473 1.6766 -2.0081
C: -0.9978 3.2469 -2.2672
O: -0.0390 0.9918 -3.1704
O: -1.2580 2.1262 0.2035
C: -1.2663 1.7219 1.5785
O: -2.1237 1.7853 2.4664
C: 0.2596 1.0878 1.6774
O: 0.0367 0.2135 2.8425
S: 1.1803 2.6133 2.2157
C: 1.1734 4.0336 1.0264
O: 2.5881 2.4058 2.7649
O: 0.3843 3.1246 3.4280
H: 2.1543 -0.9581 2.1933
H: 3.6105 0.0220 2.7857
H: 3.8645 -1.5248 1.8102
H: 4.1153 -0.2493 -0.1034
H: 3.8751 1.2679 0.8698
H: 2.0807 1.8432 -0.4181
H: -0.0548 -3.1484 -1.9627
H: 0.6446 -1.4799 -2.3452
H: 1.7750 -2.8804 -1.8527
H: 2.5220 -3.0970 0.7645
H: 0.9862 -3.1337 1.9130
H: 0.9998 -4.2209 0.4079
H: -2.3550 -0.4990 0.4065
H: -2.9520 0.8299 -0.6924
H: -3.2900 -0.8266 -2.3017
H: -1.4669 -1.0512 -2.5605
H: -4.9747 -4.2057 -1.9493
H: -3.2467 -4.7776 -1.4787
H: -4.5260 -4.7131 -0.1599
H: -0.8350 3.5644 -3.3694
H: -0.4100 3.9945 -1.6337
H: -2.1117 3.3698 -2.0261
H: -0.4139 1.4581 -3.9643
H: 0.7056 0.5261 3.5375
H: 1.1233 3.7569 -0.0782
H: 0.2049 4.6366 1.2503
H: 2.0381 4.7676 1.2772
Zr: 1.9549 0.4668 4.8301

The HOMO-LUMO gap comes out at 3.043 eV. The energy above the lowest of the compared OMol25 structures with the same formula, charge and spin comes out at 493.4 kJ/mol. As for the LUMO energy: -17.64 eV. As for the total charge: +4. As for the HOMO energy: -20.7 eV.

Here are the Mulliken charges for atoms 1 to 6, given in e: number 1, C, carries 0.018; number 2, C, carries -1.011; number 3, C, carries 0.313; number 4, F, carries -0.359; number 5, C, carries 1.704; number 6, N, carries 0.043

Number 1: energy -1429.8335 a.u.. Number 2: energy -5600.9268 a.u.. Number 3: energy -5601.2031 a.u.. Number 4: energy -1850.2164 a.u..